(1)
Density functional theory data (ωB97M-V with the def2-TZVPD basis set) for a 2-piece molecular cluster, C6H9F2N3O2 overall.

```
22
Properties=species:S:1:pos:R:3:nbo_charge:R:1
F 1.630 -1.913 0.768 -0.347
F -0.447 -2.105 0.914 -0.333
O 1.958 0.749 0.439 -0.476
O 1.720 1.245 -1.689 -0.608
N -2.417 0.388 -0.132 -0.252
N -1.574 0.565 0.717 0.008
N -0.543 -0.596 -1.607 -0.571
C 1.404 0.594 -0.699 0.744
C -0.521 0.739 1.252 -0.071
C 2.778 1.888 0.667 -0.273
C 0.435 -0.590 -0.808 0.096
C 0.522 -1.951 0.012 0.547
C -3.291 -0.761 -0.226 -0.451
H 2.278 2.662 1.188 0.187
H 0.588 -2.852 -0.667 0.148
H 3.624 1.471 1.227 0.202
H -0.110 1.340 2.033 0.229
H -0.530 0.274 -2.173 0.365
H -3.165 -1.528 0.510 0.198
H -4.378 -0.548 -0.227 0.207
H -3.023 -1.286 -1.173 0.230
H 3.064 2.212 -0.327 0.223
```

- E_HOMO (Ha) = -0.3188

(2)
Density functional theory data (ωB97M-V with the def2-TZVPD basis set) for C6H9FN2 as an isolated structure.

```
18
Properties=species:S:1:pos:R:3:nbo_charge:R:1
F -1.124 -1.055 1.544 -0.585
N -2.733 0.465 -0.368 -0.621
N -1.679 -0.355 -0.690 -0.441
C 1.528 1.201 0.291 -0.144
C -0.516 -0.359 0.041 0.480
C 1.723 -1.136 -0.431 -0.150
C 0.423 -1.363 -0.328 -0.250
C 0.061 1.000 0.440 -0.524
C 2.326 0.148 -0.083 -0.249
H 3.420 0.125 0.021 0.217
H 2.400 -1.881 -0.754 0.209
H -0.233 1.329 1.477 0.281
H -3.228 0.038 0.355 0.351
H 2.122 2.129 0.390 0.229
H -0.528 1.848 -0.100 0.233
H -1.824 -1.037 -1.432 0.395
H 0.180 -2.381 -0.478 0.230
H -2.317 1.282 0.105 0.338
```

- E_HOMO (Ha) = -0.3235

(3)
Density functional theory data (ωB97M-V with the def2-TZVPD basis set) for one molecule with the formula C6H9FO.

```
17
Properties=species:S:1:pos:R:3:nbo_charge:R:1
F -1.340 -1.715 -0.989 -0.343
O 2.594 -1.105 -0.212 -0.551
C 0.351 -1.185 0.678 -0.566
C 1.567 -0.528 0.046 0.585
C 1.245 0.755 -0.618 -0.520
C -0.140 1.386 -0.074 -0.456
C -1.097 -0.979 0.117 0.246
C -1.440 0.568 0.072 -0.465
H 1.351 0.254 -1.762 0.268
H -2.239 0.697 0.909 0.246
H -1.698 -1.341 1.158 0.147
H -1.982 0.529 -1.017 0.229
H 2.115 1.441 -0.687 0.256
H 0.747 -2.269 0.621 0.250
H 0.346 -0.751 1.585 0.222
H -0.150 1.918 0.907 0.224
H -0.230 2.327 -0.734 0.228
```

- E_HOMO (Ha) = -0.3436
- structure (SMILES) = O=C1CCC[C@@H](F)C1

(4)
Density functional theory data (ωB97M-V with the def2-TZVPD basis set) for one molecule with the formula C6H9FO.

```
17
Properties=species:S:1:pos:R:3:nbo_charge:R:1
F 1.046 -0.625 -1.359 -0.410
O 0.002 -0.980 1.220 -0.532
C 1.935 -0.147 -0.314 0.016
C -0.897 -1.522 0.129 -0.126
C -0.020 1.387 0.303 -0.492
C 0.780 0.178 0.794 0.068
C -1.364 0.990 -0.447 -0.199
C -1.591 -0.417 -0.552 -0.215
H 2.373 1.042 -0.683 0.179
H -2.281 1.723 -0.769 0.240
H 1.448 0.236 1.757 0.206
H -0.322 2.046 1.192 0.223
H 2.586 -1.016 -0.056 0.200
H -1.412 -2.238 0.631 0.203
H -2.610 -0.602 -1.147 0.216
H 0.677 2.071 -0.115 0.222
H -0.349 -2.126 -0.584 0.200
```

- E_HOMO (Ha) = -0.3271
- structure (SMILES) = FC[C@H]1CC=CCO1

Let's list energy above the lowest of the compared OMol25 structures with the same formula, charge and spin in order: 56.1 204.3 204.5 326.9 kJ/mol.
Let's list Kohn-Sham gap in order: 9.39 8.99 10.08 9.83 eV.